ORCA calculation (ωB97M-V/def2-TZVPD) on a structure of composition C41H26CaF5N3OPS2.

CARTESIAN COORDINATES (ANGSTROEM)
Ca1 -0.350 -0.228 -0.393
N1 1.252 -3.201 -3.284
C1 1.738 -3.839 -2.159
C2 2.489 -5.008 -1.992
C3 2.748 -5.315 -0.630
C4 2.364 -4.574 0.452
C5 1.574 -3.282 0.326
C6 1.307 -3.019 -1.115
N2 0.608 -1.954 -1.596
C7 0.575 -2.070 -2.902
C8 0.013 -1.041 -3.743
C9 -0.200 -1.031 -5.083
S1 -0.861 0.479 -5.556
C10 -0.817 1.010 -3.928
N3 -0.344 0.138 -3.090
H1 1.393 -3.507 -4.228
H2 2.832 -5.626 -2.810
H3 3.285 -6.237 -0.422
H4 2.528 -4.966 1.447
H5 0.599 -3.380 0.877
H6 -0.029 -1.819 -5.801
H7 -1.170 1.994 -3.632
F1 -2.577 5.922 3.361
C11 -2.488 5.085 2.320
C12 -1.624 4.013 2.351
F2 -0.864 3.805 3.438
C13 -1.549 3.161 1.268
F3 -0.681 2.133 1.360
C14 -2.300 3.306 0.105
S2 -2.170 2.213 -1.229
C15 -3.167 4.403 0.124
F4 -3.950 4.652 -0.932
C16 -3.261 5.273 1.193
F5 -4.108 6.313 1.148
O1 1.915 -0.912 0.581
C17 2.057 -2.030 1.055
C18 2.391 -2.115 2.514
C19 3.371 -2.981 2.998
C20 3.617 -3.062 4.358
C21 2.853 -2.313 5.245
C22 1.877 -1.454 4.768
C23 1.648 -1.310 3.399
P1 0.433 -0.040 2.779
C24 1.297 1.449 3.436
C25 2.123 2.132 2.540
C26 2.807 3.274 2.930
C27 2.667 3.757 4.225
C28 1.854 3.083 5.125
C29 1.177 1.935 4.734
C30 -0.988 -0.270 3.915
C31 -1.790 0.812 4.285
C32 -2.998 0.606 4.941
C33 -3.431 -0.683 5.217
C34 -2.650 -1.766 4.836
C35 -1.441 -1.560 4.188
H8 3.946 -3.576 2.302
H9 4.397 -3.716 4.727
H10 3.024 -2.395 6.312
H11 1.283 -0.878 5.467
H12 2.224 1.759 1.527
H13 3.438 3.795 2.219
H14 3.182 4.660 4.528
H15 1.736 3.458 6.135
H16 0.540 1.427 5.448
H17 -1.474 1.824 4.050
H18 -3.609 1.457 5.219
H19 -4.386 -0.845 5.702
H20 -2.994 -2.776 5.023
H21 -0.854 -2.415 3.873
C36 -4.521 -2.637 1.497
C37 -4.336 -1.268 1.675
C38 -3.177 -0.656 1.203
C39 -2.149 -1.350 0.532
C40 -2.390 -2.731 0.374
C41 -3.539 -3.372 0.843
H22 -5.423 -3.121 1.857
H23 -5.097 -0.679 2.181
H24 -3.081 0.419 1.365
H25 -1.651 -3.348 -0.138
H26 -3.671 -4.440 0.694

Output
Lowest unoccupied orbital energy = 2.2 eV
Orbital gap = 5.20 eV
Molar mass = 806.85 g mol⁻¹
Energy above the lowest of the compared OMol25 structures with the same formula, charge and spin = 0.707 eV
Strongest force on any atom = 1.6 eV/A
Net charge = -1